(1)
The following is a DFT calculation (wB97M-V/def2-TZVPD) of 2 unconnected molecules or ions with the total composition CH9N4.

Geometry as ORCA input:
```
! RIJCOSX wB97M-V def2-TZVPD def2/J DEFGRID3
* xyz 1 1
C 0.3751 1.1878 0.2812
N 0.4642 0.3664 -0.6864
N 0.0110 0.7322 1.6396
N 0.4766 2.4890 0.1238
N -0.5619 -2.0704 -0.5859
H 0.6986 0.6490 -1.6078
H 0.1252 -0.6141 -0.6084
H 0.0469 -0.1948 1.9712
H -0.2149 1.3635 2.3402
H 0.0505 3.0516 0.8031
H 0.6923 2.8146 -0.8500
H -0.9843 -1.9493 0.3916
H -1.3310 -2.4282 -1.2756
H 0.2633 -2.7113 -0.5251
*
```

## Properties
- Lowest unoccupied orbital energy: -3.07 eV
- E_tot: -262.30390 hartree
- ΔE to the lowest compared entry with this formula, charge and spin: 1.100 eV
- E_HOMO: -14.87 eV

(2)
The following is a DFT calculation (wB97M-V/def2-TZVPD) of a molecular structure, CH9N4O.

Geometry as ORCA input:
```
! RIJCOSX wB97M-V def2-TZVPD def2/J DEFGRID3
* xyz 1 1
C -0.2878 -1.6935 -0.0097
N -0.1963 -2.8159 0.6120
N -0.3426 0.8906 0.8277
N -0.5994 -0.3140 1.4491
N 0.5376 1.2346 -1.5401
O -0.1134 -1.2612 -1.1035
H -0.1388 -3.6629 0.0698
H -0.5343 -2.9809 1.6197
H -1.0879 1.6377 0.9994
H 0.5380 1.2938 1.2017
H -1.7463 -0.3315 1.5029
H 0.0764 1.5946 -2.4251
H 1.4498 1.6335 -1.5824
H 0.7040 0.2567 -1.8253
H 0.0306 1.0227 -0.4339
*
```

## Properties
- Lowest unoccupied orbital energy: -3.01 eV
- E_tot: -337.44002 hartree
- ΔE to the lowest compared entry with this formula, charge and spin: 1.891 eV
- E_HOMO: -12.88 eV

(3)
The following is a DFT calculation (wB97M-V/def2-TZVPD) of 3 unconnected molecules or ions with the total composition CH9N6O2.

Geometry as ORCA input:
```
! RIJCOSX wB97M-V def2-TZVPD def2/J DEFGRID3
* xyz 1 1
C -1.3034 1.5887 0.7310
N -3.3281 -1.3087 -0.2698
N -0.0401 0.9515 0.8468
N -2.3264 -0.6749 -0.7024
N -1.3451 0.3598 1.1602
N 0.5720 0.2190 -0.2207
N 2.9512 -0.1622 0.5336
O 3.5161 0.0884 -0.7470
O -1.7559 2.6568 0.3957
H -4.3226 -0.9481 -0.3587
H -2.9993 -2.0684 0.3169
H 4.4022 -0.1648 -0.9575
H -2.6795 0.1651 -1.1956
H 0.5356 0.8130 -1.0541
H 1.5980 0.0635 0.0509
H 0.1345 -0.6387 -0.4380
H 3.4232 0.2104 1.3163
H 2.9676 -1.1504 0.5925
*
```

## Properties
- Lowest unoccupied orbital energy (spin up / spin down): -5.63 / -4.89 eV
- E_tot: -521.97806 hartree
- ΔE to the lowest compared entry with this formula, charge and spin: 5.402 eV
- E_HOMO (spin up / spin down): -11.84 / -12.34 eV